Entry from the OMol25 dataset: C14H42BMnN3O4 as an isolated structure (wB97M-V/def2-TZVPD).

Its highest occupied orbital energy (spin up / spin down) is -6.864 / -7.308 eV. As for the multiplicity: 6. As for the maximum force: 0.0813 hartree/bohr. As for the expectation value of S²: 8.754. The value obtained for the lowest unoccupied orbital energy (spin up / spin down) is 0.23 / 0.21 eV. The value obtained for the HOMO-LUMO gap (spin up / spin down) is 7.1 / 7.5 eV.

Each line ends with the natural charge from an NBO analysis.
Geometry (Å):
1 Mn -34.978 -26.500 14.430  1.393
2 C -36.147 -24.482 10.607  -0.624
3 C -34.863 -25.018 11.398  -0.019
4 O -35.359 -25.724 12.520  -1.008
5 H -36.966 -24.101 11.218  0.199
6 H -36.684 -25.218 10.008  0.200
7 H -35.899 -23.670 9.923  0.183
8 H -34.258 -24.165 11.708  0.107
9 H -34.210 -25.671 10.818  0.139
10 B -35.705 -28.648 14.612  -0.763
11 H -35.875 -27.873 15.343  -0.048
12 H -35.306 -28.187 13.721  -0.041
13 H -34.976 -29.319 15.039  -0.008
14 H -36.610 -29.176 14.358  0.027
15 C -31.243 -26.595 12.656  -0.624
16 C -32.300 -27.771 12.760  -0.066
17 C -31.712 -29.200 12.898  -0.068
18 O -30.658 -29.011 13.867  -0.570
19 C -30.207 -30.252 14.491  -0.260
20 N -33.036 -27.574 14.041  -0.893
21 H -30.340 -26.799 12.080  0.220
22 H -30.862 -26.318 13.639  0.203
23 H -31.627 -25.734 12.110  0.223
24 H -32.987 -27.919 11.927  0.216
25 H -31.289 -29.607 11.980  0.174
26 H -32.490 -29.898 13.207  0.178
27 H -29.236 -30.158 14.977  0.197
28 H -29.898 -30.911 13.679  0.169
29 H -30.968 -30.759 15.085  0.180
30 H -33.490 -28.476 14.060  0.417
31 H -32.285 -27.630 14.713  0.369
32 C -32.123 -23.869 16.613  -0.629
33 C -32.873 -25.002 15.963  -0.067
34 C -33.466 -25.816 17.110  -0.059
35 O -34.296 -26.811 16.563  -0.557
36 C -34.760 -27.677 17.664  -0.268
37 N -33.853 -24.666 15.000  -0.833
38 H -31.347 -24.173 17.316  0.224
39 H -32.744 -23.103 17.079  0.206
40 H -31.611 -23.387 15.780  0.217
41 H -32.140 -25.674 15.518  0.198
42 H -34.124 -25.227 17.748  0.159
43 H -32.577 -26.059 17.692  0.188
44 H -33.952 -28.195 18.182  0.186
45 H -35.481 -28.435 17.357  0.239
46 H -35.303 -27.167 18.459  0.174
47 H -34.290 -23.951 15.563  0.361
48 H -33.437 -24.145 14.242  0.391
49 C -38.573 -24.800 13.782  -0.620
50 C -37.421 -24.372 14.735  -0.078
51 C -37.815 -23.371 15.828  -0.063
52 O -38.957 -23.911 16.589  -0.564
53 C -39.298 -23.303 17.863  -0.253
54 N -36.746 -25.541 15.381  -0.880
55 H -38.315 -25.190 12.797  0.247
56 H -39.253 -23.950 13.731  0.214
57 H -38.991 -25.721 14.188  0.212
58 H -36.594 -24.029 14.114  0.220
59 H -38.141 -22.519 15.232  0.178
60 H -37.000 -23.079 16.489  0.163
61 H -40.266 -23.649 18.226  0.203
62 H -39.572 -22.248 17.875  0.168
63 H -38.436 -23.439 18.516  0.167
64 H -37.333 -26.363 15.368  0.389
65 H -36.515 -25.404 16.355  0.365

Entry from the OMol25 dataset: an isolated ion of composition C2H11BN3O and charge +1 (wB97M-V/def2-TZVPD).

The net charge is +1. Its highest occupied orbital energy is -14.049 eV. As for the multiplicity: 1. As for the maximum force: 0.0865 hartree/bohr. The relative energy (zero: lowest compared OMol25 entry of this formula, charge and spin) comes out at 0.635 eV. As for the structure (SMILES): NC[C@H]([NH3+])B(N)O. The value obtained for the lowest unoccupied orbital energy is -3.08 eV. The value obtained for the HOMO-LUMO gap is 11.0 eV.

Each line ends with the natural charge from an NBO analysis.
Geometry (Å):
1 N -0.320 -1.750 -0.337  -0.845
2 C -1.169 -0.660 0.146  -0.267
3 C -0.461 0.653 -0.193  -0.303
4 N 0.069 0.542 -1.798  -0.772
5 B 0.930 0.877 0.690  0.961
6 N 0.745 1.365 1.978  -1.056
7 O 2.044 0.556 -0.027  -0.909
8 H -0.509 -2.631 0.112  0.402
9 H 0.624 -1.472 -0.115  0.354
10 H -1.599 -0.618 1.191  0.224
11 H -2.117 -0.748 -0.450  0.208
12 H -1.149 1.567 -0.052  0.264
13 H -0.086 -0.507 -1.969  0.457
14 H 1.034 0.471 -1.534  0.457
15 H -0.324 1.098 -2.566  0.456
16 H -0.215 1.359 2.331  0.419
17 H 1.524 1.175 2.641  0.422
18 H 2.880 0.930 0.248  0.528

Entry from the OMol25 dataset: a 2-piece molecular cluster, C4H2O2 overall (wB97M-V/def2-TZVPD).

Its highest occupied orbital energy is -10.130 eV. As for the multiplicity: 1. As for the maximum force: 0.0277 hartree/bohr. The relative energy (zero: lowest compared OMol25 entry of this formula, charge and spin) comes out at 1.974 eV. The value obtained for the lowest unoccupied orbital energy is -1.00 eV. The value obtained for the HOMO-LUMO gap is 9.1 eV.

Each line ends with the natural charge from an NBO analysis.
Geometry (Å):
1 O 2.923 -0.865 0.332  -0.450
2 C 2.111 -0.079 0.300  0.489
3 C -0.471 -2.018 -0.347  0.099
4 C -0.909 -0.831 -0.252  -0.588
5 C -1.290 0.454 -0.128  0.362
6 O -0.477 1.454 0.117  -0.618
7 H 0.437 1.099 0.196  0.506
8 H -2.324 0.786 -0.219  0.200